(1)
14
Properties=species:S:1:pos:R:3 method="wB97M-V/def2-TZVPD" total_charge=0 multiplicity=1 relative_energy_kj_mol=456.71
C 1.68 -0.41 0.01
C 1.23 1.16 -0.04
C -0.11 0.54 -0.24
C -1.59 0.58 0.08
C 0.18 -0.92 0.18
H 1.38 1.66 1.04
H 1.52 1.83 -0.88
H -0.17 0.77 -1.38
H -2.29 1.39 0.25
H -1.23 -2.50 0.14
H -0.19 -0.77 1.31
N -2.04 -0.61 -0.06
N -0.98 -1.57 -0.31
O 2.61 -1.15 -0.10


(2)
14
Properties=species:S:1:pos:R:3 method="wB97M-V/def2-TZVPD" total_charge=0 multiplicity=1 relative_energy_kj_mol=92.21
C -2.35 -0.08 -0.09
C -1.18 0.58 0.08
N 0.09 0.01 -0.08
C 0.50 -1.27 -0.02
C 1.82 -1.29 0.01
N 2.37 -0.03 -0.06
C 1.32 0.74 -0.05
O 1.42 2.06 -0.06
H -3.26 0.54 0.04
H -2.39 -1.14 -0.32
H -1.15 1.67 0.41
H -0.20 -2.05 0.02
H 2.47 -2.17 0.17
H 0.55 2.42 -0.05


(3)
15
Properties=species:S:1:pos:R:3 method="wB97M-V/def2-TZVPD" total_charge=0 multiplicity=1 relative_energy_kj_mol=210.29
C 2.97 -0.26 0.16
C 1.49 0.26 -0.23
O 1.32 1.39 -0.62
N 0.48 -0.57 0.01
C -0.83 -0.27 -0.06
N -1.84 -1.04 -0.36
C -2.95 -0.27 -0.24
C -2.54 0.97 0.14
O -1.25 0.97 0.30
H 3.58 0.54 0.10
H 3.17 -1.13 -0.64
H 2.95 -0.58 1.28
H 0.61 -1.35 0.29
H -4.04 -0.55 -0.52
H -3.12 1.88 0.38


Table of max |F| (eV/Å), in record order: 5.3, 3.3, 13.8
Table of HOMO-LUMO gap (eV), in record order: 9.62, 9.02, 9.60